This record from the OMol25 dataset describes a structure of composition C37H16AsF9N4OSW. The level of theory is wB97M-V/def2-TZVPD.

As for the total charge: 0. Its spin multiplicity is 3. Its gap between HOMO and LUMO (spin up / spin down) is 6.89 / 5.95 eV. The calculation puts the energy relative to the best compared isomer or geometry (same formula, charge and spin) at 0.0 kcal/mol. The expectation value of S² is 2.0674. The total energy comes out at -144588.4167 eV.

Element x y z (Å)
W -0.096 1.992 1.229
S -1.033 1.718 3.369
C -1.312 -0.018 3.678
C -1.428 -0.424 5.004
C -1.655 -1.760 5.301
C -1.766 -2.698 4.281
C -1.635 -2.295 2.959
C -1.410 -0.959 2.658
As -1.158 -0.293 0.861
C -0.405 -1.810 -0.031
C 0.980 -1.941 0.003
C 1.585 -3.040 -0.586
C 0.806 -4.003 -1.216
C -0.575 -3.870 -1.247
C -1.187 -2.772 -0.652
C -2.966 -0.209 0.215
C -3.202 -0.219 -1.155
C -4.494 -0.065 -1.634
C -5.548 0.110 -0.745
C -5.307 0.132 0.622
C -4.013 -0.028 1.107
H -1.335 0.309 5.797
H -1.738 -2.071 6.336
H -1.948 -3.740 4.514
H -1.711 -3.026 2.163
H 1.589 -1.186 0.484
H 2.663 -3.142 -0.559
H 1.277 -4.857 -1.688
H -1.181 -4.616 -1.745
H -2.263 -2.675 -0.683
H -2.382 -0.354 -1.854
H -4.677 -0.082 -2.702
H -6.557 0.231 -1.120
H -6.125 0.272 1.317
H -3.832 -0.013 2.174
F 4.810 3.819 5.652
C 3.814 3.784 4.766
C 3.167 4.947 4.393
F 3.543 6.108 4.930
C 2.135 4.921 3.474
F 1.540 6.067 3.142
C 1.717 3.730 2.897
O 0.723 3.701 1.995
C 2.385 2.590 3.299
F 1.993 1.418 2.748
C 3.418 2.587 4.210
F 4.024 1.447 4.545
F 0.143 0.657 -2.237
C 0.999 0.175 -3.159
C 0.519 -0.729 -4.067
F -0.754 -1.103 -3.951
C 1.309 -1.219 -5.124
C 2.613 -0.679 -5.171
C 3.086 0.208 -4.239
F 4.356 0.597 -4.357
C 2.305 0.659 -3.166
C 2.783 1.551 -2.127
C 2.106 1.646 -0.951
N 1.507 1.703 0.052
C 3.994 2.326 -2.197
N 4.952 2.963 -2.189
F 3.452 -1.071 -6.124
C 0.832 -2.183 -6.061
C 1.538 -2.535 -7.251
N 2.057 -2.818 -8.241
C -0.394 -2.896 -5.877
N -1.358 -3.508 -5.722
C -1.480 2.695 0.122
H -1.351 2.807 -0.954
H -2.446 3.039 0.481